[1]
This record from the OMol25 dataset describes C20H14N3O5V as an isolated structure. The level of theory is wB97M-V/def2-TZVPD.

Structure (ORCA input):
```
! RIJCOSX wB97M-V def2-TZVPD def2/J DEFGRID3
* xyz 1 2
V 0.35953 -0.63679 -0.32174
O 0.15168 3.68087 -0.63121
C -0.80328 3.84950 0.30857
C -1.12839 5.16896 0.62060
C -2.08861 5.44681 1.56675
C -2.75591 4.41599 2.23224
C -2.44396 3.11391 1.93387
C -1.46903 2.79975 0.96917
C -1.19606 1.39356 0.71831
O -0.28751 1.06690 -0.23336
N -1.76664 0.43505 1.36459
N -1.26619 -0.77334 0.92778
C -1.87997 -1.83564 1.32076
C -1.52985 -3.16365 0.88430
C -2.19006 -4.27463 1.41856
C -1.87393 -5.54892 0.99164
C -0.89717 -5.73213 0.01907
C -0.22928 -4.64994 -0.53480
C -0.55426 -3.37980 -0.09840
O 0.09091 -2.30303 -0.61416
H 0.28251 2.73684 -0.77867
H -0.60284 5.95696 0.09930
H -2.32482 6.47757 1.79532
H -3.50920 4.63993 2.97365
H -2.94588 2.29945 2.43673
H -2.71941 -1.70751 1.99815
H -2.94974 -4.12350 2.17487
H -2.38528 -6.40286 1.41232
H -0.65274 -6.73115 -0.31544
H 0.53029 -4.78081 -1.29245
O 3.86673 -0.12089 1.28966
C 2.94615 -0.23353 0.54273
O 1.70543 -0.58453 0.91446
C 3.05268 0.02485 -0.93921
C 4.24487 0.33530 -1.55661
C 4.23055 0.56466 -2.92510
C 3.03073 0.48261 -3.61901
C 1.87524 0.17302 -2.92786
N 1.89209 -0.05171 -1.60942
H 5.14432 0.39357 -0.96026
H 5.14565 0.80845 -3.44745
H 2.98511 0.65968 -4.68357
H 0.91556 0.11014 -3.42469
*
```

Summary:
ΔE to the lowest compared entry with this formula, charge and spin = 0.000 eV
orbital gap (spin up / spin down) = 6.01 / 6.52 eV
E_LUMO (spin up / spin down) = -0.188 / -0.170 hartree

---

[2]
This record from the OMol25 dataset describes C20H15BrN4O5OsS2 as an isolated structure. The level of theory is wB97M-V/def2-TZVPD.

Structure (ORCA input):
```
! RIJCOSX wB97M-V def2-TZVPD def2/J DEFGRID3
* xyz 2 1
Os 0.11386 -0.02899 -0.05748
O -1.92502 4.16944 3.84863
C -1.49113 3.22046 3.03956
C -1.36253 1.87097 3.42140
C -0.89980 0.98058 2.48822
N -0.54188 1.38433 1.26583
C -0.72378 2.64289 0.86250
C -1.19208 3.60400 1.71724
C -0.47969 2.78140 -0.61532
O -0.58173 3.79167 -1.23035
O -0.17550 1.58686 -1.17486
C -0.86290 -0.53030 2.61326
O -0.99523 -1.11724 3.64302
O -0.75109 -1.09710 1.40360
H -2.14053 3.84285 4.73359
H -1.66567 1.50949 4.39636
H -1.35636 4.61734 1.37639
C 3.10143 1.83610 -0.84979
C 2.70149 0.66896 -1.68783
N 1.64381 -0.09434 -1.52740
C 1.52534 -1.05072 -2.52381
C 2.52686 -1.02844 -3.43035
S 3.61923 0.22848 -3.05161
C 0.31327 -1.84969 -2.45640
C -0.18280 -2.79173 -3.28205
S -1.70086 -3.32158 -2.70121
C -1.62755 -2.27852 -1.37228
N -0.50212 -1.55534 -1.36271
C -2.76408 -2.20910 -0.41392
H 2.23522 2.26530 -0.34907
H 3.52994 2.61102 -1.48317
H 3.84928 1.55215 -0.10867
H 2.66182 -1.66037 -4.29223
H 0.24245 -3.18494 -4.19050
H -3.56898 -2.86176 -0.74613
H -3.15632 -1.19291 -0.35998
H -2.44258 -2.51839 0.57428
Br 1.97887 -2.80577 0.33452
C 2.37514 -1.32604 1.41141
C 3.37369 -1.48918 2.35932
C 3.72755 -0.42332 3.16316
C 3.07605 0.79003 2.97945
C 2.09476 0.87746 2.02291
N 1.72405 -0.16192 1.24367
H 3.85337 -2.45223 2.45243
H 4.49826 -0.53601 3.91352
H 3.31644 1.66199 3.57034
H 1.57453 1.81116 1.86195
*
```

Summary:
orbital gap = 6.96 eV
E_LUMO = -0.293 hartree

---

[3]
This record from the OMol25 dataset describes a single C20H15Cl2NO6S3 molecule in a non-equilibrium geometry. The level of theory is wB97M-V/def2-TZVPD.

Structure (ORCA input):
```
! RIJCOSX wB97M-V def2-TZVPD def2/J DEFGRID3
* xyz 0 1
O 5.47633 1.76285 -0.45541
O -0.98920 -2.96676 3.06776
O 0.31943 -0.24378 4.19389
O 2.14467 -1.61748 3.43244
Cl 1.38249 -2.00430 -3.58639
Cl -1.68019 -2.82372 -2.84653
O 4.89040 -0.40735 -0.25942
O 3.81538 3.60501 0.04891
S -3.62326 -2.74888 2.02407
S -2.01588 1.16579 1.43791
C 4.59080 0.97401 -0.15884
C -1.02644 -2.00034 2.21209
C -4.85085 -1.59980 1.45342
C -4.27246 -0.34386 1.11819
C -2.35598 -1.59250 1.76328
C -2.83876 -0.36745 1.39368
C 1.01363 0.12378 -1.98467
C 2.03269 2.95070 1.64507
C 0.28747 0.99398 -1.15412
C -1.65997 -0.40291 -1.56105
C 1.37902 1.91693 2.41310
C 2.77289 0.39612 1.31240
C 0.43751 -1.05535 -2.46821
C -0.92315 -1.38842 -2.25073
C 3.01268 2.64607 0.70701
C 3.44933 1.34468 0.63075
C -1.08694 0.77095 -1.05744
C 1.78433 0.64359 2.19022
N 0.01698 -1.25378 1.81457
C 4.57934 4.42233 0.89661
C -2.02321 1.64401 -0.28967
S 1.01623 -0.73937 3.02066
H 5.71434 -0.51499 -0.80640
H -5.89398 -1.83968 1.40300
H -4.76868 0.48310 0.58844
H 2.05628 0.36544 -2.36786
H 1.72208 3.91662 1.79215
H 0.71153 1.95446 -0.68391
H -2.69041 -0.55125 -1.45849
H 0.49880 2.12168 3.13383
H 3.11667 -0.60057 1.18150
H -0.37543 -0.55210 1.18066
H 4.07149 4.91076 1.73445
H 4.88297 5.26002 0.27566
H 5.46465 3.87677 1.30101
H -1.69260 2.72383 -0.34495
H -3.00172 1.51245 -0.76132
*
```

Summary:
ΔE to the lowest compared entry with this formula, charge and spin = 1.790 eV
orbital gap = 8.49 eV
SMILES = COc1ccc(S(=O)(=O)NC(=O)c2sccc2SCc2ccc(Cl)c(Cl)c2)cc1C(=O)O
E_LUMO = -0.026 hartree

---

[4]
This record from the OMol25 dataset describes C20H15FeN2O5S2 as an isolated structure in a non-equilibrium geometry. The level of theory is wB97M-V/def2-TZVPD.

Structure (ORCA input):
```
! RIJCOSX wB97M-V def2-TZVPD def2/J DEFGRID3
* xyz 0 2
Fe -1.31199 -2.63241 -1.35695
C 3.04672 -2.79810 -2.01164
C 3.56660 -2.79986 -0.72037
C 2.70763 -2.79499 0.35262
C 1.32587 -2.78788 0.14296
N 0.85044 -2.79126 -1.10980
C 1.67453 -2.79028 -2.15069
C 0.32637 -2.78171 1.19231
C 0.60202 -2.88282 2.55683
C -0.43641 -2.93986 3.45943
C -1.74718 -2.88391 2.99989
C -1.94987 -2.74983 1.63916
N -0.94310 -2.69455 0.77689
H 3.69475 -2.80058 -2.87526
H 4.63749 -2.80439 -0.56881
H 3.08727 -2.78972 1.36454
H 1.20840 -2.78192 -3.12789
H 1.62638 -2.93327 2.89765
H -0.24043 -3.03117 4.51941
H -2.58761 -2.94233 3.67496
H -2.93772 -2.68343 1.19868
O -4.16592 -4.64336 -2.58056
S -3.24096 -3.73340 -2.00440
O -1.94048 -4.39300 -1.46563
O -3.68412 -2.92343 -0.85492
O -2.59110 -2.73966 -2.95027
C 0.53750 6.83040 2.00698
C 1.15692 6.32168 0.74583
O 2.27979 5.96080 0.58452
S -0.06491 6.30029 -0.65728
C -0.20186 4.53892 -0.86159
C -1.49016 4.00701 -0.90432
C -1.67775 2.64535 -1.04084
C -0.57455 1.78906 -1.12837
C 0.71241 2.33701 -1.10966
C 0.90233 3.70139 -0.98395
C -0.76591 0.38141 -1.22201
C -0.94447 -0.81936 -1.29051
H 1.28587 6.93905 2.79206
H -0.22927 6.12286 2.32473
H 0.04485 7.78283 1.81396
H -2.33557 4.67794 -0.82424
H -2.67480 2.22687 -1.06062
H 1.56070 1.67121 -1.19926
H 1.90131 4.11242 -0.98355
*
```

Summary:
ΔE to the lowest compared entry with this formula, charge and spin = 1.533 eV
orbital gap (spin up / spin down) = 5.72 / 6.32 eV
E_LUMO (spin up / spin down) = -0.080 / -0.058 hartree

---

[5]
This record from the OMol25 dataset describes C20H15N3OS4Zn as an isolated structure. The level of theory is wB97M-V/def2-TZVPD.

Structure (ORCA input):
```
! RIJCOSX wB97M-V def2-TZVPD def2/J DEFGRID3
* xyz 0 1
Zn -0.06685 0.54451 -0.31616
C 2.60301 0.19355 -2.15187
C 2.99662 0.14938 -0.70843
C 4.33203 0.02265 -0.32674
C 4.64252 -0.07404 1.01430
C 3.62096 -0.05500 1.95288
C 2.31457 0.08324 1.51567
N 2.02933 0.19693 0.20696
C 1.15642 0.10780 2.44778
C 1.23947 -0.03031 3.83011
C 0.06676 0.03283 4.56315
C -1.15171 0.21672 3.92401
C -1.16123 0.32301 2.53968
N -0.01608 0.26915 1.86040
C -2.37628 0.53481 1.66010
C -3.68378 0.15499 2.17715
C -4.85310 -0.13605 1.58563
C -4.67521 0.38516 -1.00329
C -3.21780 -0.01777 -1.36689
C -3.05976 -0.04223 -2.88347
N -1.98762 0.99975 0.54404
H 3.33921 0.72884 -2.74852
H 1.62921 0.66781 -2.27763
H 2.52848 -0.82671 -2.53453
H 5.10654 0.00245 -1.08053
H 5.67133 -0.17043 1.33449
H 3.84976 -0.14570 3.00385
H 2.18406 -0.17967 4.33151
H 0.10041 -0.06090 5.64033
H -2.05932 0.29505 4.50338
H -3.68119 -0.00647 3.24811
H -5.63662 -0.46086 2.26452
H -5.36090 0.33237 -1.84521
H -3.33483 0.92735 -3.29880
H -3.71187 -0.81418 -3.29710
H -2.03125 -0.25785 -3.15833
O -6.59082 -0.44414 0.08541
C -5.40897 -0.17469 0.19519
S -3.71248 -2.50988 -0.30200
C -2.66805 -1.34293 -0.81933
C -2.56948 1.27269 -0.71514
S -1.23269 2.09673 -1.64376
S -4.19279 2.12785 -0.65526
S -0.99042 -1.65871 -0.90114
*
```

Summary:
orbital gap = 6.32 eV
E_LUMO = -0.046 hartree

---

[6]
This record from the OMol25 dataset describes a 2-piece molecular cluster, C20H15N4O3 overall in a non-equilibrium geometry. The level of theory is wB97M-V/def2-TZVPD.

Structure (ORCA input):
```
! RIJCOSX wB97M-V def2-TZVPD def2/J DEFGRID3
* xyz -1 1
C -1.35166 0.37283 -5.36986
O -0.31745 0.71291 -4.42201
C -0.62387 1.23186 -3.20046
C 0.47847 1.52919 -2.37032
C 0.29316 2.02577 -1.10967
C -0.99528 2.11783 -0.52477
C -1.12143 2.44415 0.88551
C -2.23706 2.15752 1.63934
C -2.51619 2.79271 2.88269
N -2.78380 3.35503 3.87338
C -3.17877 1.16823 1.25041
N -3.98533 0.36351 0.98087
C -2.09853 1.89148 -1.39095
C -1.93098 1.48220 -2.70528
H -0.79125 -0.03377 -6.21509
H -2.03555 -0.39454 -4.97146
H -1.91370 1.26497 -5.69107
H 1.46979 1.36636 -2.78692
H 1.14825 2.33060 -0.51051
H -0.28454 2.95139 1.34464
H -3.11654 2.05515 -1.02753
H -2.79229 1.34905 -3.35779
C -0.72591 -0.55087 3.40642
C -0.39895 -1.24261 2.13979
C -1.43922 -1.97330 1.54582
N -2.31846 -2.60993 1.09233
C 0.92302 -1.53128 1.71216
C 2.09470 -1.09617 2.41651
C 3.36844 -1.42183 1.98169
C 3.52433 -2.23364 0.83848
N 4.81920 -2.49326 0.30702
O 4.90867 -3.18103 -0.73698
O 5.82399 -2.01670 0.87794
C 2.40001 -2.73053 0.15470
C 1.13394 -2.39134 0.59207
H 0.14166 -0.16749 3.94511
H -1.44085 0.26683 3.25969
H -1.24192 -1.29445 4.03390
H 1.99911 -0.53747 3.33829
H 4.26080 -1.09130 2.50603
H 2.55525 -3.39017 -0.69005
H 0.29674 -2.84786 0.07595
*
```

Summary:
orbital gap = 4.41 eV
E_LUMO = 0.042 hartree

---

[7]
This record from the OMol25 dataset describes C20H15N4O4PdS3Se as an isolated structure in a non-equilibrium geometry. The level of theory is wB97M-V/def2-TZVPD.

Structure (ORCA input):
```
! RIJCOSX wB97M-V def2-TZVPD def2/J DEFGRID3
* xyz -1 1
Pd 0.56963 -0.31450 -2.10953
C 4.04913 0.88670 5.37127
C 3.18203 0.46730 4.22317
C 1.79853 0.54910 4.30527
C 1.00753 0.21940 3.21427
C 1.61373 -0.21360 2.05157
C 2.99153 -0.31810 1.95847
C 3.77203 0.01780 3.04487
S 0.74263 -0.41470 0.50117
O -0.65827 -0.10140 0.64977
O 1.06193 -1.73860 0.01357
N 1.50663 0.67620 -0.39703
C 0.91663 1.88030 -0.60813
C 0.83853 2.89410 0.35747
C 0.31033 4.11190 -0.00763
C -0.11957 4.30860 -1.31673
C -0.03847 3.24870 -2.20093
N 0.45633 2.06920 -1.85723
H 3.47743 1.45250 6.10177
H 4.86813 1.50520 5.01007
H 4.48013 0.01590 5.86437
H 1.34043 0.89980 5.21907
H -0.06747 0.30090 3.24287
H 3.41603 -0.64220 1.02057
H 4.84883 -0.03740 2.97437
H 1.19413 2.70040 1.36017
H 0.23353 4.91060 0.72067
H -0.51727 5.26050 -1.63303
H -0.37847 3.33840 -3.22403
Se 5.22033 -0.22720 -1.72793
C 3.61923 -0.32100 -2.36593
N 2.57843 -0.38300 -2.90103
O -3.31357 0.68910 -0.95733
S -3.14857 -0.03250 -2.18103
O -3.59677 0.64490 -3.37123
N -1.60417 -0.60370 -2.41903
C -1.60277 -1.91910 -2.52633
S -0.17377 -2.75360 -2.81173
C -2.89797 -2.57240 -2.40733
C -3.18537 -3.92550 -2.53693
C -4.50197 -4.32940 -2.38893
C -5.50537 -3.41050 -2.10563
C -5.21617 -2.05740 -1.97383
C -3.91147 -1.66390 -2.13793
H -2.39267 -4.61860 -2.76813
H -4.75657 -5.37180 -2.50213
H -6.52367 -3.74910 -2.00203
H -5.98357 -1.32840 -1.76613
*
```

Summary:
orbital gap (spin up / spin down) = 6.23 / 6.24 eV
E_LUMO (spin up / spin down) = 0.043 / 0.044 hartree

---

[8]
This record from the OMol25 dataset describes C20H16AuNO5P as an isolated structure. The level of theory is wB97M-V/def2-TZVPD.

Structure (ORCA input):
```
! RIJCOSX wB97M-V def2-TZVPD def2/J DEFGRID3
* xyz -1 1
Au 2.00136 2.41190 -0.18209
N 1.65049 2.02036 1.73637
C 0.74046 1.11077 2.23875
C 0.56818 1.09963 3.64428
C -0.24364 0.18957 4.27431
C -0.92494 -0.77991 3.53534
C -0.78055 -0.77554 2.16568
C 0.01332 0.16203 1.49106
P 0.08529 0.15351 -0.33451
C 0.88401 -1.47109 -0.66310
C 0.21590 -2.69478 -0.60170
C 0.89290 -3.88381 -0.82307
C 2.25373 -3.86675 -1.10230
C 2.92754 -2.65681 -1.15835
C 2.24902 -1.46261 -0.94562
C -1.65285 -0.16126 -0.81523
C -2.71515 0.37152 -0.08561
C -4.01933 0.26190 -0.54680
C -4.28602 -0.37593 -1.74909
C -3.23490 -0.89300 -2.49423
C -1.93189 -0.77929 -2.03576
H 1.63254 2.87734 2.27246
H 3.64684 1.08448 0.90572
H 1.12314 1.82688 4.22659
H -0.33827 0.21960 5.35357
H -1.55605 -1.51124 4.02296
H -1.32079 -1.50810 1.57717
H -0.84624 -2.72012 -0.39021
H 0.35819 -4.82493 -0.77582
H 2.78411 -4.79527 -1.27592
H 3.98886 -2.63251 -1.37212
H 2.79401 -0.52550 -0.96921
H -2.51945 0.87830 0.85106
H -4.82906 0.68272 0.03648
H -5.30382 -0.46099 -2.10865
H -3.42810 -1.38098 -3.44165
H -1.11973 -1.17571 -2.63357
O 1.70955 4.38943 -3.61122
C 1.62845 3.90547 -2.51063
O 2.39704 2.93534 -2.07578
C 0.55600 4.41495 -1.48978
O -0.16664 5.34223 -1.75226
O 0.52433 3.76836 -0.34479
O 3.59214 1.22984 -0.04272
*
```

Summary:
ΔE to the lowest compared entry with this formula, charge and spin = 0.000 eV
orbital gap = 8.07 eV
E_LUMO = 0.102 hartree

---

Copy entry 5 word for word.
This record from the OMol25 dataset describes C20H15N3OS4Zn as an isolated structure. The level of theory is wB97M-V/def2-TZVPD.

Structure (ORCA input):
```
! RIJCOSX wB97M-V def2-TZVPD def2/J DEFGRID3
* xyz 0 1
Zn -0.06685 0.54451 -0.31616
C 2.60301 0.19355 -2.15187
C 2.99662 0.14938 -0.70843
C 4.33203 0.02265 -0.32674
C 4.64252 -0.07404 1.01430
C 3.62096 -0.05500 1.95288
C 2.31457 0.08324 1.51567
N 2.02933 0.19693 0.20696
C 1.15642 0.10780 2.44778
C 1.23947 -0.03031 3.83011
C 0.06676 0.03283 4.56315
C -1.15171 0.21672 3.92401
C -1.16123 0.32301 2.53968
N -0.01608 0.26915 1.86040
C -2.37628 0.53481 1.66010
C -3.68378 0.15499 2.17715
C -4.85310 -0.13605 1.58563
C -4.67521 0.38516 -1.00329
C -3.21780 -0.01777 -1.36689
C -3.05976 -0.04223 -2.88347
N -1.98762 0.99975 0.54404
H 3.33921 0.72884 -2.74852
H 1.62921 0.66781 -2.27763
H 2.52848 -0.82671 -2.53453
H 5.10654 0.00245 -1.08053
H 5.67133 -0.17043 1.33449
H 3.84976 -0.14570 3.00385
H 2.18406 -0.17967 4.33151
H 0.10041 -0.06090 5.64033
H -2.05932 0.29505 4.50338
H -3.68119 -0.00647 3.24811
H -5.63662 -0.46086 2.26452
H -5.36090 0.33237 -1.84521
H -3.33483 0.92735 -3.29880
H -3.71187 -0.81418 -3.29710
H -2.03125 -0.25785 -3.15833
O -6.59082 -0.44414 0.08541
C -5.40897 -0.17469 0.19519
S -3.71248 -2.50988 -0.30200
C -2.66805 -1.34293 -0.81933
C -2.56948 1.27269 -0.71514
S -1.23269 2.09673 -1.64376
S -4.19279 2.12785 -0.65526
S -0.99042 -1.65871 -0.90114
*
```

Summary:
orbital gap = 6.32 eV
E_LUMO = -0.046 hartree